6
Properties=species:S:1:pos:R:3:mulliken_charge:R:1 method="wB97M-V/def2-TZVPD" e_tot_ha=-492.7458 e_above_lowest_kcal_mol=59.0 e_homo_ev=-9.007 charge=0 multiplicity=1
C -0.284 0.636 0.561 0.08
N 0.295 -0.942 -0.337 -0.60
S -1.767 1.136 0.680 -0.20
H 0.688 0.960 0.772 0.27
H 1.251 -0.808 -0.439 0.22
H -0.183 -0.982 -1.236 0.22